121
Properties=species:S:1:pos:R:3:mulliken_charge:R:1 method="wB97M-V/def2-TZVPD" homo_energy_ev=-9.2 spin_multiplicity=1 orbital_gap_ev=8.19 energy_ev=-3483839.8761
C -3.0437 -0.6271 -0.7795 -0.28
C -1.9529 0.1932 -1.5457 -0.33
C -0.7367 0.5229 -0.6709 -0.80
O -1.0762 1.1127 0.6196 -0.36
C -0.5603 2.3911 0.6222 -1.22
C -1.2196 3.3649 -0.1207 0.10
C -0.6794 4.6222 -0.0933 0.51
C 0.4886 4.9226 0.6248 0.46
C 1.1548 3.9622 1.3894 -0.78
C 2.3937 4.3144 2.1966 0.44
C 2.0114 4.2866 3.7140 -1.61
C 3.6256 3.3645 1.8634 -0.70
C 4.3159 2.7529 3.0918 -1.07
C 0.5813 2.6724 1.3620 1.14
S 1.2411 1.2762 2.3040 -0.04
C 0.9693 6.3591 0.5026 0.30
O 2.1275 6.6929 0.4373 -0.55
C -0.1647 7.3950 0.4167 -1.54
C -1.2804 7.0966 -0.2232 -0.03
Br -2.7083 8.3632 -0.2790 -0.12
C -1.3864 5.7247 -0.8760 0.22
O -1.9498 5.5421 -1.9269 -0.58
H -2.5228 -1.3523 -0.1408 0.31
H -3.6309 0.0826 -0.1641 -0.15
H -3.6858 -1.1129 -1.5301 0.08
H -1.5896 -0.4425 -2.3722 0.33
H -2.3963 1.0771 -2.0288 0.10
H -0.1634 -0.3922 -0.4497 0.48
H -0.0761 1.1974 -1.2351 0.48
H -2.1122 3.1194 -0.6930 0.68
H 2.7631 5.3249 2.0151 0.64
H 1.2047 5.0213 3.8678 0.39
H 2.8517 4.6713 4.3079 0.42
H 1.7383 3.2857 4.0573 0.36
H 3.2551 2.6031 1.1650 0.35
H 4.3617 3.9510 1.2913 0.37
H 4.6362 3.5426 3.7808 0.34
H 5.2170 2.1932 2.7978 0.27
H 3.6565 2.0308 3.5889 0.22
H 1.9531 0.6232 1.3474 0.04
H 0.0016 8.3421 0.9072 1.01
C 4.6825 -1.8366 1.7010 0.64
Br 3.3748 -2.4671 2.9667 -0.01
Br 3.8668 -0.8038 0.2835 0.10
Br 6.1060 -0.8686 2.5612 0.01
H 5.1227 -2.7074 1.2348 -0.61
C -6.7677 0.7733 -1.8497 -0.30
Br -5.3895 1.8093 -1.0002 0.20
Br -6.2724 -1.0884 -1.9807 -0.14
Br -8.4748 0.9954 -0.9876 -0.01
H -6.8695 1.1531 -2.8576 0.26
C 7.0798 -5.7664 1.5602 -0.39
Br 5.7713 -6.3836 2.8329 0.04
Br 6.2627 -4.7226 0.1564 -0.02
Br 8.5201 -4.8159 2.4177 -0.02
H 7.5103 -6.6421 1.0926 0.37
C -9.1177 4.6478 -2.2582 -0.35
Br -7.9847 4.8518 -0.7120 0.02
Br -9.7887 6.3427 -2.8826 -0.05
Br -8.2337 3.6716 -3.6698 -0.01
H -9.9722 4.0589 -1.9528 0.38
C 3.2779 -2.0828 -3.2947 0.16
Br 3.4854 -0.6362 -4.5537 0.01
Br 1.8099 -3.2387 -3.7787 -0.01
Br 4.9123 -3.0685 -3.0288 0.16
H 3.0303 -1.6399 -2.3385 -0.25
C -5.8922 -3.6840 1.0673 0.00
Br -4.9485 -2.5434 2.2971 0.04
Br -4.7173 -4.9659 0.2312 0.03
Br -7.4045 -4.5384 1.9060 0.00
H -6.2810 -3.0499 0.2811 0.00
C 2.3531 -9.1002 3.2413 -0.35
Br 3.5622 -9.0404 4.7423 -0.03
Br 1.6668 -7.3503 2.8116 0.02
Br 3.1610 -9.9472 1.7094 0.00
H 1.5101 -9.7103 3.5354 0.34
C -9.9953 -4.9106 5.5806 -0.36
Br -10.3481 -3.0738 5.1125 0.00
Br -10.2259 -6.0871 4.0701 -0.02
Br -8.2582 -5.1237 6.3878 0.01
H -10.7288 -5.1968 6.3218 0.36
C 9.5642 -4.1605 -2.4301 0.13
Br 9.4816 -2.9497 -0.9323 0.00
Br 10.9377 -5.4920 -2.2020 -0.02
Br 7.8502 -4.9658 -2.8036 -0.05
H 9.8314 -3.5732 -3.2961 -0.10
C -4.7816 2.7688 3.3852 -0.70
Br -3.3498 1.8719 2.4484 0.33
Br -5.2786 4.4169 2.5009 -0.08
Br -6.3557 1.6012 3.6170 -0.05
H -4.4093 3.0374 4.3568 0.49
C 9.7688 -1.1768 -5.9460 -0.41
Br 11.3593 -0.3292 -5.2645 -0.04
Br 10.1152 -2.9843 -6.5337 -0.06
Br 8.3156 -1.0953 -4.6809 0.06
H 9.4591 -0.6191 -6.8200 0.40
C 2.3431 10.8331 -0.9514 -0.36
Br 1.1191 9.3360 -0.8728 0.17
Br 1.9135 12.1655 0.3744 -0.03
Br 4.1781 10.2579 -0.8207 -0.03
H 2.2237 11.2988 -1.9204 0.34
C 4.5972 -2.4624 -7.8449 -0.15
Br 4.1510 -0.5941 -7.9970 -0.02
Br 4.0302 -3.4472 -9.4002 -0.03
Br 6.4676 -2.7291 -7.4724 0.03
H 4.0395 -2.8576 -7.0036 0.17
C -0.3222 -1.8551 -6.3847 0.23
Br 0.7722 -2.6486 -7.7589 0.00
Br -0.8931 -0.0771 -6.8641 -0.01
Br -1.8124 -2.9852 -5.9149 -0.02
H 0.2965 -1.7630 -5.5017 -0.22
C -6.8102 -8.2210 0.9313 0.07
Br -4.9323 -8.4101 1.3158 -0.01
Br -7.3066 -9.1489 -0.6846 -0.01
Br -7.9000 -8.7549 2.4292 -0.01
H -6.9955 -7.1673 0.7630 -0.09
C -3.6194 0.1987 6.7810 -0.43
Br -3.7263 1.3137 8.3539 -0.06
Br -4.1870 -1.6084 7.1366 -0.04
Br -4.6147 0.9715 5.2745 0.20
H -2.5737 0.1516 6.5007 0.33